Entry 1:
Entry from OMol25: a cluster of 3 separate species, C38H39BNO6 in total (ωB97M-V/def2-TZVPD).

XYZ file:
```
85
Properties=species:S:1:pos:R:3:lowdin_charge:R:1
C -2.38 3.51 -1.48 -0.081
C -2.07 5.03 -1.49 -0.193
C -3.27 5.98 -1.60 -0.325
C -4.28 5.54 -2.66 -0.041
C -3.87 6.33 -0.22 -0.252
C -5.14 7.21 -0.29 -0.106
C -6.42 6.64 0.34 -0.114
C -6.61 5.13 0.26 -0.110
B -7.55 4.64 -0.96 -0.646
O -7.99 3.34 -0.92 0.197
O -7.85 5.45 -1.99 0.051
C -9.27 5.53 -2.25 -0.008
N -5.30 4.35 0.24 0.114
C -4.12 5.13 0.68 -0.077
H -3.43 3.27 -1.63 0.050
H -1.78 2.97 -2.19 0.083
H -2.10 3.10 -0.51 0.051
H -1.52 5.27 -0.58 0.109
H -1.40 5.25 -2.31 0.112
H -2.86 6.92 -1.96 0.143
H -5.02 6.30 -2.90 0.079
H -4.81 4.61 -2.45 0.062
H -3.73 5.35 -3.58 0.100
H -3.11 6.90 0.30 0.148
H -4.91 8.12 0.25 0.121
H -5.35 7.54 -1.30 0.109
H -6.54 7.00 1.35 0.120
H -7.25 7.06 -0.22 0.117
H -7.12 4.81 1.17 0.150
H -8.11 3.04 -0.01 0.127
H -9.70 4.56 -2.47 0.095
H -9.41 6.16 -3.12 0.098
H -9.80 5.96 -1.40 0.100
H -5.13 3.92 -0.67 0.136
H -5.40 3.56 0.88 0.188
H -3.26 4.48 0.79 0.124
H -4.35 5.49 1.68 0.150
C 3.20 2.23 1.13 -0.053
C 4.13 1.24 1.43 -0.046
C 3.77 -0.09 1.40 0.007
C 2.47 -0.45 1.07 -0.077
C 1.53 0.54 0.79 -0.084
C 1.90 1.88 0.81 -0.006
C 0.12 0.18 0.47 -0.270
O -0.70 1.05 0.22 0.074
C -0.27 -1.25 0.48 -0.084
C -1.59 -1.61 0.24 -0.008
C -1.95 -2.94 0.24 -0.055
C -1.00 -3.93 0.46 -0.047
C 0.32 -3.58 0.71 0.009
C 0.69 -2.24 0.73 -0.077
C 2.10 -1.89 1.02 -0.267
O 2.93 -2.75 1.22 0.099
H 3.49 3.27 1.15 0.109
H 5.15 1.52 1.70 0.112
H 4.49 -0.86 1.63 0.123
H 1.17 2.64 0.58 0.113
H -2.32 -0.84 0.06 0.113
H -2.98 -3.22 0.05 0.108
H -1.29 -4.97 0.45 0.112
H 1.06 -4.35 0.89 0.126
C 4.71 -5.10 -1.50 -0.053
C 5.01 -4.24 -0.45 -0.064
C 5.84 -4.66 0.57 0.004
C 6.38 -5.94 0.55 -0.080
C 6.06 -6.81 -0.49 -0.083
C 5.23 -6.39 -1.52 -0.003
C 6.59 -8.20 -0.51 -0.278
O 6.32 -8.96 -1.42 0.106
C 7.46 -8.64 0.62 -0.083
C 7.92 -9.95 0.65 -0.001
C 8.73 -10.37 1.69 -0.055
C 9.10 -9.49 2.70 -0.055
C 8.63 -8.18 2.67 -0.002
C 7.81 -7.76 1.64 -0.083
C 7.29 -6.36 1.65 -0.277
O 7.61 -5.58 2.53 0.105
H 4.06 -4.78 -2.30 0.106
H 4.58 -3.25 -0.42 0.087
H 6.08 -3.99 1.39 0.120
H 5.00 -7.06 -2.33 0.120
H 7.64 -10.63 -0.14 0.121
H 9.09 -11.39 1.71 0.108
H 9.74 -9.82 3.50 0.108
H 8.91 -7.49 3.46 0.120
```

Its LUMO energy is -0.114 Ha. Its charge is +1. The value obtained for the gap between HOMO and LUMO is 7.50 eV. For the electronic energy, the calculation gives -54487.4342 eV.

Entry 2:
Entry from OMol25: a cluster of 2 separate species, C7H10N2S in total at a distorted geometry (ωB97M-V/def2-TZVPD).

XYZ file:
```
20
Properties=species:S:1:pos:R:3:nbo_charge:R:1
C -0.51 -2.21 -0.30 -0.007
N -1.32 -1.44 0.31 -0.449
C -1.91 -0.34 -0.27 0.142
N -2.44 -0.23 -1.48 -0.435
C -3.19 0.88 -1.61 -0.045
C -3.39 1.49 -0.39 -0.473
S -2.61 0.73 0.90 0.469
H 0.00 -2.98 0.25 0.178
H -0.26 -2.07 -1.39 0.167
H -3.74 1.16 -2.47 0.215
H -3.77 2.53 -0.26 0.240
C 2.93 1.41 0.09 -0.401
C 2.14 0.62 0.78 -0.153
C 2.49 -0.76 1.22 -0.658
H 3.91 1.25 -0.14 0.183
H 2.57 2.37 -0.02 0.189
H 1.20 0.99 1.00 0.189
H 3.49 -0.65 1.51 0.220
H 2.55 -1.50 0.34 0.210
H 1.87 -1.25 1.92 0.221
```

The value obtained for the energy above the lowest of the compared OMol25 structures with the same formula, charge and spin is 190.0 kJ/mol. Its LUMO energy is 0.004 Ha. As for the SMILES: C=Nc1nccs1.C=CC. Its charge is 0. The value obtained for the gap between HOMO and LUMO is 8.94 eV. For the electronic energy, the calculation gives -21233.9448 eV.

Entry 3:
Entry from OMol25: a structure of composition C35H40BrN8O4PSTl at a distorted geometry (ωB97M-V/def2-TZVPD).

XYZ file:
```
91
Properties=species:S:1:pos:R:3:lowdin_charge:R:1
Tl 14.36 9.95 14.93 0.834
Br 10.13 17.28 13.20 0.821
C 11.47 16.97 14.44 -0.748
C 12.53 16.21 14.00 -0.144
C 13.72 16.03 14.76 0.011
C 13.83 16.73 16.00 -0.227
C 12.72 17.46 16.38 -0.037
C 11.54 17.55 15.68 -0.106
N 14.94 16.96 16.86 0.094
N 15.79 16.10 17.09 0.091
C 15.69 14.86 16.38 -0.269
C 16.39 14.77 15.21 -0.044
C 16.41 13.56 14.55 0.011
C 15.71 12.44 14.93 -0.340
O 15.75 11.28 14.34 -0.201
C 14.96 12.57 16.16 -0.174
N 14.24 11.51 16.52 0.020
C 13.51 11.62 17.61 -0.095
C 13.48 12.76 18.38 -0.031
C 14.21 13.84 18.05 0.050
C 14.95 13.77 16.84 -0.093
H 12.62 15.70 12.98 0.134
H 14.55 15.46 14.36 0.090
H 12.78 18.09 17.21 0.099
H 10.86 18.31 16.07 0.123
H 16.94 15.64 14.85 0.140
H 17.02 13.42 13.68 0.122
H 12.80 10.85 17.83 0.096
H 12.84 12.79 19.25 0.121
H 14.23 14.72 18.62 0.118
C 17.03 5.75 12.49 0.023
C 16.68 6.05 13.92 -0.310
N 16.46 5.19 14.85 0.135
N 16.09 5.91 15.93 0.048
C 16.07 7.23 15.74 -0.762
S 15.78 8.50 16.75 0.711
N 16.48 7.31 14.42 -0.088
N 16.59 8.56 13.84 0.073
H 16.41 4.88 12.22 0.101
H 18.08 5.59 12.32 0.084
H 16.57 6.51 11.85 0.081
H 15.73 5.48 16.76 0.161
H 17.54 8.86 13.88 0.122
H 16.27 8.62 12.86 0.113
C 9.60 13.66 14.89 -0.069
C 10.94 13.50 15.57 -0.203
C 11.90 12.79 14.72 -0.176
N 12.61 12.15 14.08 0.190
H 8.83 13.78 15.63 0.079
H 9.29 12.80 14.33 0.085
H 9.62 14.54 14.27 0.038
H 10.82 12.92 16.49 0.114
H 11.45 14.38 15.90 0.092
C 12.04 5.73 17.01 -0.098
C 10.70 6.11 16.46 -0.329
O 10.30 7.36 16.92 -0.308
P 11.28 8.61 16.44 0.857
O 10.74 8.85 14.94 -0.339
C 9.37 8.65 14.49 -0.270
C 9.41 8.39 13.00 -0.075
O 10.66 9.83 17.31 -0.357
C 9.28 9.87 17.81 -0.257
C 9.35 9.75 19.34 -0.062
H 12.43 4.80 16.48 0.108
H 12.04 5.59 18.08 0.078
H 12.81 6.44 16.81 0.017
H 9.93 5.39 16.71 0.131
H 10.87 6.18 15.42 0.094
H 8.68 9.46 14.77 0.120
H 9.05 7.77 15.04 0.099
H 9.77 9.26 12.45 0.070
H 8.32 8.06 12.62 0.131
H 10.04 7.53 12.70 0.070
H 8.79 9.01 17.42 0.083
H 8.85 10.78 17.38 0.115
H 10.09 8.89 19.44 0.096
H 8.41 9.46 19.85 0.087
H 9.77 10.66 19.80 0.076
C 13.59 8.57 13.57 -0.133
C 13.36 7.84 12.65 -0.097
C 12.90 6.91 11.62 -0.267
C 12.53 7.30 10.36 -0.025
C 11.89 6.41 9.45 -0.050
C 11.79 5.09 9.84 -0.086
C 12.22 4.68 11.08 -0.074
C 12.79 5.58 11.94 -0.054
H 12.65 8.31 10.01 0.107
H 11.51 6.72 8.47 0.114
H 11.36 4.37 9.12 0.118
H 12.10 3.68 11.34 0.094
H 13.00 5.32 12.95 0.104
```

The value obtained for the energy above the lowest of the compared OMol25 structures with the same formula, charge and spin is 100.3 kJ/mol. Its LUMO energy is -0.102 Ha. Its charge is +1. The value obtained for the gap between HOMO and LUMO is 7.36 eV. For the electronic energy, the calculation gives -151905.0918 eV.

Entry 4:
Entry from OMol25: a structure of composition C30H44N8O3Pt at a distorted geometry (ωB97M-V/def2-TZVPD).

XYZ file:
```
86
Properties=species:S:1:pos:R:3:lowdin_charge:R:1
Pt -0.58 0.24 -0.99 1.172
C -0.28 -1.75 5.92 -0.027
C 0.19 -0.36 5.46 -0.556
C -0.66 0.71 6.17 -0.030
C 1.65 -0.17 5.88 -0.053
C 0.00 -0.25 3.96 -0.121
C -1.27 -0.31 3.40 0.026
C -1.43 -0.18 2.04 -0.078
N -0.41 0.02 1.21 -0.011
C 0.83 0.07 1.71 -0.179
C 1.06 -0.07 3.07 0.077
C 1.91 0.28 0.73 -0.182
C 3.21 0.60 1.07 0.080
C 4.18 0.82 0.09 -0.123
C 3.75 0.71 -1.24 0.021
C 2.45 0.36 -1.51 -0.104
N 1.54 0.14 -0.55 -0.051
C 5.63 1.13 0.40 -0.556
C 6.51 0.09 -0.32 -0.031
C 5.92 1.05 1.90 -0.052
C 5.96 2.54 -0.11 -0.024
H -0.15 -1.84 7.00 0.097
H 0.31 -2.54 5.44 0.095
H -1.33 -1.92 5.69 0.084
H -0.52 0.63 7.24 0.097
H -1.73 0.59 5.96 0.081
H -0.36 1.71 5.86 0.097
H 1.73 -0.23 6.96 0.097
H 2.02 0.81 5.58 0.093
H 2.29 -0.95 5.46 0.091
H -2.15 -0.45 4.02 0.124
H -2.42 -0.22 1.59 0.120
H 2.07 -0.05 3.44 0.107
H 3.47 0.70 2.11 0.109
H 4.42 0.90 -2.06 0.124
H 2.12 0.21 -2.53 0.110
H 6.26 -0.92 0.00 0.096
H 7.55 0.28 -0.08 0.097
H 6.40 0.14 -1.40 0.081
H 5.68 0.07 2.30 0.093
H 5.38 1.82 2.46 0.091
H 6.99 1.22 2.07 0.097
H 5.76 2.64 -1.18 0.084
H 7.01 2.75 0.06 0.098
H 5.37 3.29 0.42 0.096
N -0.85 0.83 -3.22 0.011
C -1.66 2.07 -3.30 -0.274
C -2.62 2.12 -4.52 -0.122
C -3.66 1.00 -4.77 -0.149
C -4.77 0.64 -3.75 -0.137
N -5.64 1.78 -3.44 0.106
C -6.12 2.22 -2.28 -0.423
N -5.94 1.57 -1.13 0.223
N -6.94 3.27 -2.30 0.217
C -2.44 2.30 -2.01 -0.653
O -3.04 3.35 -1.88 0.074
O -2.48 1.31 -1.17 -0.210
H 0.00 0.93 -3.76 0.103
H -1.37 0.05 -3.60 0.090
H -0.99 2.92 -3.40 0.159
H -2.01 2.18 -5.42 0.122
H -3.15 3.07 -4.43 0.117
H -3.13 0.07 -4.98 0.111
H -4.18 1.28 -5.69 0.119
H -4.36 0.23 -2.83 0.102
H -5.39 -0.13 -4.21 0.132
H -5.96 2.28 -4.26 0.163
H -5.02 1.15 -0.96 0.110
H -6.31 2.03 -0.31 0.131
H -7.12 3.78 -3.15 0.133
H -7.21 3.72 -1.44 0.133
N 2.28 -4.85 -1.82 0.183
C 1.00 -5.29 -1.81 -0.495
O 0.68 -6.44 -2.00 0.093
C -0.08 -4.25 -1.56 -0.091
C -1.38 -4.72 -1.41 0.031
C -2.41 -3.82 -1.21 -0.019
C -2.11 -2.47 -1.16 -0.140
N -0.87 -2.01 -1.31 -0.080
C 0.13 -2.88 -1.50 -0.082
H 2.99 -5.55 -1.96 0.125
H 2.57 -3.92 -1.60 0.085
H -1.56 -5.79 -1.47 0.134
H -3.43 -4.16 -1.09 0.117
H -2.88 -1.73 -0.99 0.098
H 1.11 -2.45 -1.62 0.097
```

The value obtained for the energy above the lowest of the compared OMol25 structures with the same formula, charge and spin is 180.7 kJ/mol. Its LUMO energy (alpha / beta) is -0.199 / -0.197 Ha. Its charge is +2. The value obtained for the gap between HOMO and LUMO (alpha / beta) is 7.46 / 7.52 eV. For the electronic energy, the calculation gives -53124.1130 eV.